DFT (wB97M-V/def2-TZVPD) results for a molecular structure, C41H35BrN9O8Pt at a distorted geometry.

Last column: Löwdin charge in e.
Cartesian coordinates (Å):
C  -6.838  -0.913  0.324  -0.091
H  -0.260  -1.958  -1.375  0.108
H  0.923  4.907  -0.682  0.120
C  -1.987  -3.253  -1.372  0.015
H  3.668  -1.311  0.687  0.090
H  -6.694  0.020  0.848  0.111
H  -8.498  -2.127  -2.391  0.116
C  -6.257  -2.072  0.783  0.023
H  4.990  3.191  0.289  0.091
O  -1.036  -1.696  3.306  0.129
H  -7.456  -4.245  -1.543  0.130
H  2.593  0.716  -0.961  0.089
C  1.161  0.847  3.382  -0.101
C  -2.970  -3.801  -0.578  0.022
C  6.560  0.865  -0.125  -0.237
H  -4.956  2.453  -1.753  0.092
N  3.243  0.813  -1.738  0.090
C  5.226  1.173  -0.414  -0.169
H  1.425  2.080  5.661  0.097
H  4.780  -0.917  -3.061  0.114
H  8.276  -0.284  -0.686  0.108
H  1.239  3.519  0.309  0.111
H  4.562  1.983  1.475  0.075
H  2.633  -2.532  1.437  0.095
O  -0.897  0.198  -2.022  -0.011
N  -3.105  2.519  -0.829  -0.024
O  -2.409  0.777  0.478  -0.121
H  -4.428  -4.584  3.772  0.131
H  3.216  1.421  -6.230  0.105
C  -7.871  -2.130  -1.513  -0.087
H  7.142  -1.413  -2.567  0.104
C  1.194  0.674  -3.015  -0.067
C  -6.469  -3.259  0.078  -0.230
O  -0.062  2.236  4.828  0.055
H  1.963  -1.417  0.226  0.057
C  -1.939  -2.688  1.298  -0.121
N  -5.032  -4.543  1.257  0.151
H  -1.941  -3.460  -2.430  0.126
Br  -8.399  0.640  -1.446  0.849
C  4.591  0.531  -1.491  -0.212
C  -1.575  4.283  -1.284  0.030
C  -2.739  -3.277  3.663  0.079
C  7.264  1.553  1.006  -0.044
Pt  -0.490  0.245  1.237  1.207
O  -1.053  1.430  2.993  -0.071
N  0.597  4.067  -0.240  0.206
H  -2.579  -3.167  4.726  0.137
C  -4.375  1.856  -1.054  -0.002
C  -3.725  -4.038  3.160  0.031
O  2.337  1.859  6.046  0.149
C  7.242  -0.060  -0.910  -0.052
C  2.594  0.833  -2.948  -0.186
C  0.307  0.385  -1.837  -0.602
C  -2.950  -3.519  0.788  -0.083
C  -2.165  1.910  -0.056  -0.501
C  2.643  1.205  -5.339  -0.081
C  6.607  -0.690  -1.968  -0.078
H  -0.509  0.669  -4.263  0.109
H  -5.661  -2.043  1.684  0.126
H  4.366  1.260  -4.085  0.110
C  1.263  1.052  -5.415  -0.093
N  -0.980  2.471  0.143  0.148
N  3.021  -0.270  3.190  0.195
H  7.302  2.633  0.856  0.087
C  -0.637  3.598  -0.443  -0.342
H  -4.920  1.762  -0.115  0.092
O  4.114  0.628  5.510  0.112
C  2.349  0.602  4.007  -0.060
C  -0.075  1.584  3.782  -0.578
C  3.299  1.103  -4.132  -0.028
C  -1.825  -2.466  2.799  -0.272
H  -1.337  5.204  -1.792  0.115
C  -7.304  -3.300  -1.043  0.025
H  3.476  2.316  0.123  0.055
C  5.287  -0.407  -2.254  -0.037
C  2.659  -1.511  1.052  0.025
C  -1.042  -2.411  -0.792  -0.061
H  -4.196  0.865  -1.472  0.103
C  -7.629  -0.947  -0.828  -0.664
H  -3.718  -4.458  -1.001  0.122
C  -3.946  -4.040  1.723  -0.156
C  0.565  0.797  -4.252  -0.037
N  1.150  0.151  2.195  -0.058
N  -1.046  -2.111  0.500  0.107
H  8.286  1.193  1.101  0.078
C  3.007  1.044  5.271  -0.487
H  3.936  -0.631  3.419  0.181
H  -3.561  4.119  -2.062  0.135
C  4.520  2.212  0.410  -0.028
N  -5.894  -4.502  0.389  0.198
H  6.760  1.389  1.960  0.080
C  -2.786  3.698  -1.440  -0.011
O  0.861  0.329  -0.672  -0.160
H  0.750  1.142  -6.360  0.096
C  2.275  -0.557  2.111  -0.295

Forces on the atoms, in the same order (eV/Å):
0.016 -0.051 -0.024
0.034 0.037 -0.127
-0.014 -0.028 -0.008
-0.103 -0.063 -0.079
0.022 0.037 -0.008
0.012 0.017 0.050
-0.016 -0.035 -0.030
0.120 0.184 0.050
0.048 0.036 -0.017
-0.700 -0.966 -0.395
-0.064 -0.057 -0.025
0.117 -0.008 -0.095
0.225 0.066 0.090
0.105 0.177 -0.031
0.002 -0.093 -0.125
-0.037 -0.021 -0.005
-0.462 -0.033 0.392
0.014 -0.123 -0.167
0.312 -0.130 0.105
-0.028 -0.004 -0.046
0.070 -0.018 0.014
-0.021 -0.019 0.015
-0.019 -0.048 0.081
-0.004 -0.029 0.020
-0.409 -0.021 -0.013
0.021 0.273 -0.123
0.267 0.400 -0.544
0.029 -0.018 0.093
0.025 0.012 -0.054
0.036 -0.195 0.020
0.034 -0.045 -0.032
0.077 0.053 -0.014
-0.296 -0.483 -0.163
0.144 0.096 0.168
-0.024 -0.009 -0.067
-0.076 -0.033 -0.111
-0.222 0.224 -0.392
0.007 -0.026 -0.025
0.000 0.049 -0.003
0.346 0.024 0.144
-0.232 -0.181 -0.022
-0.306 -0.143 -0.349
0.084 0.007 0.082
-1.154 1.188 -0.210
-0.292 -0.606 -0.754
-0.008 0.036 0.012
-0.009 -0.046 0.075
-0.133 -0.108 -0.058
0.396 0.478 0.188
-0.607 0.237 -0.158
-0.085 0.067 0.067
0.082 0.104 -0.148
0.169 0.128 0.049
0.319 0.139 0.185
0.232 -0.751 0.386
0.029 0.005 -0.007
0.057 -0.021 -0.001
-0.003 0.018 -0.030
0.038 -0.028 0.060
0.065 -0.003 0.014
-0.004 0.000 0.134
0.184 0.843 -0.185
0.060 -0.003 0.084
-0.003 0.057 -0.025
-0.441 0.050 -0.314
0.021 -0.012 -0.016
0.083 0.013 0.075
-0.092 0.126 0.068
0.558 -0.076 0.376
-0.070 -0.017 -0.025
0.433 0.475 0.213
-0.003 0.050 -0.011
0.033 0.225 -0.043
-0.016 0.000 -0.006
-0.076 0.070 0.072
0.042 -0.130 -0.114
-0.151 0.044 0.078
-0.014 0.018 0.023
0.034 0.028 0.066
-0.035 -0.041 -0.026
-0.147 -0.154 0.013
-0.114 -0.052 -0.159
1.489 -1.036 0.805
0.102 -0.454 0.553
0.030 -0.002 0.008
-0.073 -0.172 -0.268
0.011 0.034 0.000
-0.011 0.058 -0.029
-0.121 0.062 0.024
0.412 0.243 0.382
-0.025 -0.020 0.045
0.264 0.018 0.098
-0.355 -0.342 0.258
-0.057 -0.007 -0.079
-0.172 0.455 0.025

Computed properties:
Net charge: +1
Kohn-Sham gap, eV: 3.15
2S+1: 1

***

DFT (wB97M-V/def2-TZVPD) results for a molecular structure, C41H35ClN2O5S2SbTc at a distorted geometry.

Last column: Mulliken spin population.
Cartesian coordinates (Å):
Tc  0.241  2.096  -0.393  0.973
C  0.687  3.555  -4.357  0.001
C  -2.136  -1.190  6.407  0.000
C  -1.550  7.379  -4.369  0.000
C  4.431  -4.218  -2.465  -0.001
H  2.041  -1.938  3.394  0.000
N  0.155  3.390  -1.993  -0.021
H  -2.681  9.220  -4.793  0.000
C  1.944  -2.935  2.985  0.000
C  2.834  -5.129  2.650  0.000
H  2.454  1.279  -6.198  0.000
Cl  -1.441  1.227  1.176  0.013
H  -0.517  -5.081  0.016  0.000
H  1.589  4.337  1.021  0.001
H  -3.994  -2.244  -2.656  0.000
C  -1.391  6.507  -3.313  -0.003
H  3.631  -5.847  2.795  0.000
C  -0.949  -1.105  4.340  0.000
C  1.125  0.390  4.049  0.001
C  -0.624  5.280  -3.275  0.003
C  1.683  -5.503  1.974  0.000
C  2.016  1.042  -4.085  -0.003
C  0.000  4.769  -4.413  0.011
H  1.593  -6.513  1.595  0.000
N  1.363  1.095  -1.752  0.014
H  -2.949  -1.578  7.005  0.000
H  -0.810  -6.156  1.372  0.000
H  3.753  -4.839  -0.511  0.000
C  -3.437  -2.182  -1.731  0.000
H  0.959  1.452  3.857  0.000
H  1.929  -0.480  -0.571  -0.002
C  -0.625  -5.117  1.102  0.000
H  -0.054  5.299  -5.354  0.000
H  -0.953  4.909  -1.168  -0.005
H  -3.642  9.054  -2.369  0.000
C  -0.500  4.538  -2.081  0.011
C  1.950  -0.081  -1.578  -0.007
C  -3.446  -1.920  0.681  0.002
C  -2.943  8.373  -2.827  -0.001
C  0.789  -3.327  2.296  0.000
H  -4.852  -0.870  1.905  0.000
H  2.452  -2.605  -0.344  0.000
C  2.968  -3.841  3.162  0.000
Sb  -0.800  -1.901  2.334  0.001
C  -2.430  8.437  -4.094  0.000
C  -1.350  -2.257  -0.561  0.000
H  -4.865  -2.618  2.113  0.000
H  -0.271  -2.380  -0.552  0.000
C  -2.050  -2.325  -1.746  0.001
C  3.180  -2.091  -2.336  -0.001
C  2.614  -0.202  -3.873  0.008
O  -2.032  1.008  -0.108  0.001
C  -1.997  -1.613  5.098  0.000
C  3.751  -4.089  -1.288  0.000
H  3.094  -0.717  -4.697  0.000
C  0.731  2.893  -3.123  -0.001
S  4.209  -2.883  -3.487  0.000
H  -1.511  -4.546  1.374  0.000
S  -2.359  7.036  -1.963  0.000
O  -1.156  2.621  1.353  -0.005
C  3.045  -2.874  -1.210  0.000
H  2.048  0.307  4.623  0.000
C  -0.024  -0.189  4.825  -0.001
H  -1.338  0.064  7.954  0.000
C  -1.235  -0.273  6.932  0.000
C  -0.197  0.208  6.152  0.000
O  -0.119  0.511  1.165  -0.017
H  -3.563  -1.644  2.826  0.000
H  3.854  -3.551  3.709  0.000
H  -1.525  -2.500  -2.676  0.000
C  1.973  1.736  -5.343  0.004
H  -2.693  -2.341  4.695  0.000
C  1.347  2.928  -5.470  -0.004
H  0.515  0.911  6.566  0.000
O  -2.223  0.701  2.221  -0.002
C  -4.217  -1.755  1.955  0.001
H  5.050  -5.045  -2.775  0.000
H  1.265  -0.099  3.083  0.000
C  2.588  -0.791  -2.608  0.006
C  -4.118  -1.991  -0.540  0.000
C  -2.065  -2.056  0.621  -0.003
H  1.335  3.438  -6.425  0.000
H  -5.197  -1.899  -0.541  0.000
H  -1.042  7.275  -5.317  0.000
H  2.790  3.571  0.410  0.000
C  1.389  1.653  -2.992  0.030
C  0.619  -4.622  1.787  0.000
O  1.887  3.461  0.739  -0.004

Forces on the atoms, in the same order (eV/Å):
1.010 0.803 0.932
0.068 -0.132 0.375
-0.046 -0.046 0.022
0.260 -0.375 0.116
-0.058 -0.150 0.163
0.022 -0.091 0.028
-0.281 0.134 -0.456
0.009 -0.006 -0.010
0.143 -0.011 0.121
-0.025 0.057 -0.053
0.014 0.022 -0.003
-1.306 -0.465 0.807
-0.010 0.026 0.004
-0.012 -0.026 0.006
0.005 0.006 -0.006
-0.491 0.534 0.176
-0.011 -0.024 -0.017
-0.020 -0.060 -0.625
-0.150 0.054 0.061
0.291 -0.259 -0.282
0.003 -0.011 0.032
-0.170 0.175 0.216
-0.100 0.039 0.236
-0.045 -0.015 0.041
0.268 -0.273 -0.722
0.026 -0.008 0.032
-0.003 0.005 0.016
0.055 -0.003 -0.007
-0.021 -0.051 0.069
-0.002 -0.022 -0.063
-0.018 0.020 0.004
0.062 -0.034 -0.020
-0.041 0.015 -0.012
-0.020 -0.070 0.017
0.022 -0.010 0.035
-0.035 0.172 0.027
0.118 -0.080 0.067
-0.217 0.032 0.081
0.009 0.136 -0.229
-0.641 0.908 0.009
0.000 0.000 0.047
-0.019 0.043 -0.002
0.022 0.114 0.039
0.383 -0.545 0.035
-0.212 0.189 0.255
0.196 -0.142 -0.051
0.016 -0.003 0.076
-0.015 -0.017 -0.045
0.067 0.048 -0.021
0.308 -0.550 0.045
-0.011 -0.139 0.335
0.009 0.002 -0.982
-0.179 -0.161 -0.183
0.140 -0.159 -0.109
-0.008 0.033 -0.051
0.007 0.279 -0.102
-0.210 0.248 0.232
-0.038 -0.079 -0.042
0.249 -0.245 -0.263
0.339 0.844 0.075
-0.147 0.289 -0.152
0.027 -0.045 -0.045
0.190 0.020 0.044
-0.013 -0.002 0.001
0.032 0.005 -0.031
0.006 -0.053 -0.067
0.449 -0.439 0.276
-0.056 0.011 -0.021
0.022 -0.025 -0.023
0.003 0.025 -0.005
0.001 0.065 -0.182
-0.036 0.031 0.061
0.077 -0.079 -0.074
-0.040 0.017 0.047
-0.260 -0.089 0.311
0.024 0.049 -0.120
0.009 0.032 -0.047
0.064 0.053 -0.047
-0.118 0.377 -0.320
0.002 0.052 0.044
0.526 0.084 0.917
-0.012 -0.028 -0.015
-0.002 -0.016 -0.026
-0.009 -0.019 -0.019
-0.059 0.033 -0.042
0.190 -0.240 -0.053
-0.082 -0.087 -0.257
-0.492 -0.697 -0.631

Computed properties:
Net charge: +3
Kohn-Sham gap (spin up / spin down), eV: 3.61 / 3.62
2S+1: 2

***

- Which value of net charge does entry 1 give?
  +1

***

- Among the records above, which one has the highest 2S+1?
  C41H35ClN2O5S2SbTc